(1)
{
  "formula": "C19H48Cl4F6O15PS5",
  "method": "ωB97M-V with the def2-TZVPD basis set",
  "elements": ["Cl", "H", "O", "H", "O", "O", "C", "H", "H", "H", "C", "Cl", "H", "H", "H", "C", "H", "H", "H", "S", "C", "C", "O", "H", "H", "O", "H", "C", "C", "S", "C", "H", "O", "O", "H", "H", "H", "S", "H", "H", "Cl", "O", "H", "H", "O", "C", "C", "H", "H", "H", "H", "O", "S", "F", "H", "P", "H", "H", "C", "C", "H", "H", "H", "H", "H", "H", "H", "C", "C", "O", "O", "F", "C", "H", "C", "H", "H", "O", "F", "O", "H", "H", "H", "F", "H", "C", "H", "H", "O", "Cl", "F", "C", "S", "F", "C", "H", "H", "H"],
  "coordinates": [[-5.9893, 1.6200, -3.2084], [-3.6383, 1.5200, -3.2530], [-1.5702, 3.5231, -2.7115], [-4.7295, 4.6129, -2.6241], [0.8282, 3.5035, 1.1896], [2.8301, -1.1359, -4.1056], [-3.7525, 4.3090, -2.2588], [-2.6860, -1.6379, 0.4734], [3.7885, -3.7795, -3.7820], [3.2774, -1.7454, -5.9604], [1.6861, -2.9488, 1.8739], [-2.2398, -2.5533, 3.1281], [1.8439, 7.9470, 2.5551], [0.3769, 8.9656, 2.6996], [0.7988, 8.4682, 1.0717], [2.6059, -6.1844, 1.9449], [2.2498, -2.2736, -1.5954], [3.7019, -7.8928, 1.0342], [1.9172, -2.0785, 1.2532], [0.0340, 4.3624, 2.0149], [-0.0202, 6.9743, 2.3867], [-4.4066, 0.7583, -3.1523], [-0.0979, -4.1660, 0.2572], [4.9548, -2.5002, -4.0648], [-0.4622, -2.2026, 1.5168], [1.4867, 0.1243, -2.4552], [1.9954, -8.1035, 0.9824], [4.1612, -3.0805, -4.5320], [-4.2437, 0.0522, -1.8050], [1.4013, -0.9884, -3.3317], [1.9139, -1.2451, 5.5398], [-0.2828, 6.6984, 3.4111], [0.4958, -1.1460, 2.9924], [0.3239, -1.1274, -4.2639], [2.1682, -3.2764, 6.1352], [-2.6208, 4.8143, -4.0578], [-0.1714, 1.0692, -4.9564], [1.3289, 0.0118, 3.2962], [0.8424, -1.3415, 5.3701], [1.5328, -3.3361, -2.8167], [-3.4394, -3.9751, 0.3020], [2.4126, -0.3878, 4.4739], [-4.3768, 0.8226, -1.0524], [-1.3287, 4.9059, 0.2419], [-0.1544, 4.1598, 3.4352], [2.5802, -2.5792, 5.3980], [-0.9253, 1.5377, -4.3371], [-1.9662, 3.5022, 1.0988], [0.9505, 1.9618, 4.7140], [-2.3016, 5.1073, 1.7816], [-3.2261, 3.2220, -3.9635], [2.3125, -4.4600, -0.2806], [-0.3232, 3.1488, -3.7213], [-1.2972, -0.3256, -1.5447], [2.5427, -6.6050, 2.9498], [-1.1621, 0.2696, -0.0173], [-1.8662, 1.8263, -4.8050], [3.6588, -2.6133, 5.5585], [-2.7471, 3.9955, -3.3477], [1.3873, -2.4252, -2.2382], [-3.2647, -0.3722, -1.6258], [2.4073, -3.0028, 4.4090], [2.6775, -3.2384, 2.2218], [3.4738, -5.5270, 1.9169], [0.4569, -2.4429, -1.6784], [-1.0269, 7.1905, 2.0013], [-0.9469, -3.8968, 1.6609], [-1.5803, 4.5149, 1.2257], [2.9988, -2.2263, -5.0191], [0.7601, 2.8936, -2.8249], [1.9679, 0.7921, 2.2670], [-2.6967, 0.8458, -0.2073], [-2.2241, -2.6758, 0.4262], [-1.5735, -2.7804, -0.4405], [-1.2992, -2.8773, 1.6377], [-1.1502, 0.8818, -3.4984], [2.1969, -0.7566, 6.4709], [1.3249, -5.5616, 1.7490], [-1.8432, -1.0758, 0.6435], [-0.2484, 4.1200, -4.7690], [2.7600, -6.8826, -0.0292], [-3.7800, 3.4967, -1.5312], [0.8610, -2.6975, 2.5323], [0.2677, -0.4524, 0.1041], [-0.2317, 0.6296, 5.0306], [0.3653, 1.1560, 4.2853], [-4.3363, 0.0776, -3.9973], [-3.3562, 5.1429, -1.6674], [0.5726, 5.8741, 1.6849], [-5.4849, -1.1858, -1.4746], [-0.5138, 1.6039, -0.6024], [0.8815, 8.1892, 2.1158], [1.2706, -4.3066, 0.7046], [-1.0973, 1.0211, 1.4387], [2.7660, -7.3334, 0.9658], [-0.4108, 1.5699, 3.6421], [4.6009, -3.5866, -5.3928], [2.0924, -2.8001, -5.2131]],
  "mulliken_charge": [-0.221, -0.753, -0.110, 0.369, -0.492, -0.365, -1.155, 0.272, 0.228, 0.414, -1.163, -0.282, 0.316, 0.386, 0.293, -0.315, 0.375, 0.372, 0.151, 1.243, -0.310, 0.523, -0.628, 0.277, -1.587, -0.612, 0.299, -1.043, 0.948, 1.339, -0.227, 0.415, -0.303, -0.761, 0.358, 0.375, 0.462, 0.899, 0.369, 0.556, -0.348, -0.417, 0.098, 0.307, -0.705, -0.873, -0.427, 0.113, 0.409, 0.442, 0.244, -0.715, 1.136, -0.892, 0.383, 1.557, 0.491, 0.355, -0.214, -0.270, -0.809, 0.007, 0.646, 0.295, -0.626, 0.275, 0.722, -0.805, -0.317, -0.491, -0.706, -0.385, 0.392, -0.803, 1.506, -0.336, 0.381, -0.253, -0.166, -0.709, 0.256, 0.131, 0.723, -0.356, 0.420, -0.859, 0.491, 0.352, -0.298, -0.216, -0.452, -1.213, 1.082, -0.163, -1.109, 0.101, 0.373, 0.333],
  "total_charge": -1
}


(2)
{
  "formula": "C50H42N4O6P2Pd",
  "method": "ωB97M-V with the def2-TZVPD basis set",
  "elements": ["H", "C", "C", "C", "H", "H", "Pd", "H", "H", "C", "H", "H", "N", "C", "C", "H", "N", "C", "H", "C", "H", "C", "O", "H", "H", "C", "C", "H", "C", "H", "C", "C", "C", "H", "P", "H", "C", "H", "C", "C", "C", "H", "H", "H", "H", "O", "H", "P", "H", "C", "C", "H", "C", "C", "C", "C", "H", "H", "C", "O", "N", "H", "C", "C", "H", "H", "H", "C", "H", "C", "C", "C", "C", "C", "H", "C", "C", "H", "C", "H", "C", "H", "H", "C", "O", "O", "C", "H", "C", "H", "C", "C", "O", "C", "N", "C", "H", "C", "C", "H", "C", "C", "H", "H", "C"],
  "coordinates": [[7.6341, -1.8578, 1.7758], [3.2746, 2.5893, 0.6023], [5.5480, -1.4270, 1.7878], [-3.6206, -1.4494, -0.7016], [1.6025, -2.1866, 5.3748], [5.4093, -1.6980, 2.8192], [0.3026, 0.0989, -0.3212], [-1.0082, 1.1871, 2.9296], [-2.0430, 1.6350, -1.8234], [-4.1083, 3.0688, 0.4304], [-0.1576, -3.5790, 0.8711], [0.1111, 0.6328, -3.3342], [0.2257, 3.5089, -6.5643], [-0.4449, 0.4651, 3.4919], [-3.2380, -2.7608, -0.3564], [-7.0564, -0.2466, 3.8805], [0.0113, 2.0019, -4.9205], [-3.7715, 2.7822, -2.2978], [-2.1186, -0.2974, 4.5458], [1.0311, -1.4444, 4.8444], [-3.9090, -2.8689, 2.6711], [-5.5610, -1.6778, 3.3225], [-2.1827, 1.6388, 0.8647], [1.7905, 5.2909, 2.0163], [-6.2588, -4.2285, -0.1415], [0.8399, -0.9653, -2.0713], [-5.5247, -3.4554, -0.3111], [3.4259, -5.8792, 0.8614], [1.3165, 2.6767, -6.5990], [3.7889, -0.3281, -0.8731], [-5.9271, -2.1764, -0.6503], [4.9103, 4.1624, 1.4331], [6.7912, -1.5055, 1.2015], [6.0088, -0.4737, -1.9101], [2.2685, 0.3507, 1.0982], [-4.2262, 3.1990, 1.4910], [-6.0867, -0.4030, 3.4311], [-0.8253, -2.0164, 5.7440], [2.2635, 3.4676, 1.0342], [0.9284, 0.3475, 3.2262], [-4.8391, 3.5065, -1.8034], [1.2383, 3.1796, 0.8805], [-5.2870, -0.1800, -1.0832], [2.7154, -0.7044, 3.7643], [-5.7705, 1.6746, 3.0372], [-2.6963, -0.4039, -0.8950], [5.3884, 2.3270, 0.4417], [-1.9798, 0.0516, 0.5036], [-5.5401, 3.9665, -2.4833], [2.6583, -3.1481, -0.9575], [0.4665, -1.9556, -1.0979], [1.8643, -0.9189, -2.4512], [-2.8817, 2.1840, -1.4383], [3.8999, 4.9859, 1.8920], [4.6117, 2.9859, 0.7864], [4.4399, -0.9567, 1.0579], [-3.5592, 1.3239, 2.0780], [4.1392, 5.8941, 2.4239], [4.6383, -0.6435, -0.2949], [1.4866, 1.1915, 2.2576], [2.0750, 0.7653, -5.3517], [7.9490, -1.1831, -0.5683], [-3.5727, -0.7971, 2.2529], [-4.3203, -1.8791, 2.7570], [5.9394, 4.4393, 1.5882], [2.5967, 3.3115, -8.1970], [3.0839, -2.4894, -1.6906], [-0.3309, -1.3425, 5.0592], [-3.6397, 2.6767, -3.3620], [3.4016, -4.1891, -0.4543], [-4.1363, 0.4799, 2.3869], [-0.1028, -0.0620, -2.5222], [2.8492, -5.0474, 0.4853], [1.1730, 1.7254, -5.5634], [-2.1988, -2.9860, -0.2114], [-4.9933, -1.1875, -0.8509], [0.8206, -3.7826, 0.4709], [3.8264, 0.0431, -6.0619], [2.5791, 4.6426, 1.6734], [-6.1320, -2.5188, 3.6847], [2.4385, 2.6005, -7.4002], [-6.9764, -1.9475, -0.7405], [1.1699, -5.4427, 1.7531], [1.6578, -0.6177, 3.9428], [2.9871, 1.3435, 0.0154], [3.2116, -0.8426, 1.6977], [-5.3669, 0.6768, 2.9607], [-0.5952, -2.0570, -0.8623], [-1.0564, -0.3764, 4.3898], [-1.1547, -0.2206, -2.2867], [6.9678, -1.1412, -0.1194], [-3.0381, 2.2839, -0.0449], [-2.3193, -1.0198, 1.6839], [-4.1802, -3.7441, -0.1699], [3.3377, 1.6518, -7.1998], [-0.5026, 3.0585, -5.5570], [-5.8288, 4.2247, -0.0527], [1.3285, -2.9470, -0.5414], [5.8821, -0.7307, -0.8715], [-3.8681, -4.7405, 0.1033], [-4.9997, 3.6533, -0.4390], [3.0822, 0.8144, -6.1998], [-1.4460, 3.5098, -5.2734], [4.4235, -4.3293, -0.7740], [1.5714, -4.8174, 0.9696]],
  "mulliken_charge": [0.425, -0.140, -0.724, -0.137, 0.442, 0.428, 0.168, 0.651, 0.500, -0.667, 0.292, 0.548, -0.892, -0.254, 0.413, 0.394, -0.457, -0.758, 0.622, -0.704, 0.465, -0.631, -0.147, 0.428, 0.414, -0.840, -0.472, 0.403, 0.430, 0.650, -0.656, -0.539, -0.558, 0.547, 0.211, 0.562, -0.676, 0.442, 0.081, -0.270, -0.557, 0.456, 0.499, 0.520, 0.444, 0.127, 0.458, 0.716, 0.416, -0.285, 1.531, 0.492, 0.092, -0.484, -0.431, 0.534, 0.694, 0.384, -0.026, -0.201, -0.436, 0.437, 0.530, -0.568, 0.411, 0.428, 0.600, -0.733, 0.476, -0.938, -0.099, -0.447, -0.486, 0.326, 0.259, -0.368, 0.243, 0.407, -0.783, 0.433, -0.284, 0.439, 0.436, -0.226, -0.115, -0.116, -0.721, -0.146, -0.405, 0.027, -0.646, 0.231, -0.100, -0.953, -0.694, -0.204, 0.428, -0.246, -1.106, 0.449, -0.729, -0.162, 0.371, 0.437, -1.029]
}


(3)
{
  "formula": "C25H16N6",
  "method": "ωB97M-V with the def2-TZVPD basis set",
  "elements": ["C", "H", "H", "H", "C", "H", "C", "H", "C", "C", "C", "H", "C", "C", "N", "C", "H", "N", "C", "H", "C", "H", "C", "C", "H", "C", "H", "N", "C", "H", "C", "C", "H", "C", "H", "C", "H", "C", "C", "N", "C", "C", "C", "H", "C", "N", "N"],
  "coordinates": [[2.0014, -4.1332, -1.1232], [-2.5972, -2.0997, -4.1624], [-4.5913, -2.0804, -2.8878], [2.2002, 7.3060, 3.3682], [1.3615, -6.3616, -0.2396], [-0.4325, -1.6940, -2.9928], [1.9039, 6.4202, 2.7180], [-0.1550, -6.4265, 1.3704], [0.8996, 4.2285, 2.4159], [0.5202, 4.5361, 1.0499], [0.4443, -5.8166, 0.6340], [1.5506, -7.4283, -0.0868], [-1.2464, -1.5698, -1.0442], [-2.4674, -1.6874, -0.3700], [-1.6184, 1.3892, -1.0286], [0.9952, -3.5667, -0.2277], [1.8526, 7.6646, 1.0761], [1.6012, 1.7490, 0.6399], [0.2339, -4.4635, 0.4863], [0.7776, 3.1895, 2.7522], [-2.5082, -2.1351, -3.0406], [-1.8073, 4.5741, -0.1713], [-0.0539, -1.2908, -0.3339], [-0.4493, 1.1779, -0.2555], [-0.4329, -3.9758, 1.1294], [1.5544, 6.6764, 1.4060], [2.5241, -3.4702, -1.6809], [-2.0787, 2.6251, -1.0596], [-1.4450, 3.5928, -0.2770], [-2.3746, -1.6391, 0.7615], [0.7793, 5.8610, 0.6209], [-3.6916, -1.9181, -0.9384], [-4.4969, -1.7303, -0.3241], [0.1827, 0.0456, -0.0448], [2.9882, -5.9798, -1.8410], [1.4467, 0.4734, 0.5158], [1.8459, 5.0285, 4.2838], [0.9789, -2.1660, -0.0072], [-0.1861, 3.4259, 0.3307], [2.3604, -0.4762, 0.7357], [1.6064, 5.1962, 3.2229], [-3.7193, -2.1430, -2.3327], [2.1391, -5.5998, -1.1537], [0.3970, 6.2781, -0.3515], [-1.2505, -1.9328, -2.3954], [0.3514, 2.1733, 0.3063], [2.1056, -1.8265, 0.5464]],
  "mulliken_charge": [-0.467, 0.269, 0.414, 0.293, -0.174, 0.503, -0.334, 0.334, -0.353, 0.218, -0.758, 0.320, 0.283, 0.078, 0.169, 0.235, 0.324, -1.170, -0.104, 0.349, -0.568, 0.544, 0.186, 0.618, 0.420, -0.440, 0.602, -0.928, -0.730, 0.286, -0.321, -0.701, 0.444, 0.584, 0.267, 0.087, 0.329, -0.119, 1.042, -0.854, -0.572, -0.415, -0.652, 0.349, -0.377, 0.785, -0.297],
  "e_above_lowest_kcal_mol": 68.0,
  "smiles": "c1ccc(-c2nnc3nn4c(-c5ccccc5)cnnc4c3c2-c2ccccc2)cc1"
}


no.,orbital gap (eV),F_max (Eh/bohr)
1,7.05,0.385
2,5.05,0.133
3,7.40,0.120